DFT (ωB97M-V/def2-TZVPD) results for a molecular structure, C23H17N6O2STi.

Element x y z (Å)
Ti 0.56 -0.66 -0.71
O -2.97 3.81 -0.87
C -3.67 2.70 -1.22
C -5.05 2.83 -1.31
C -5.82 1.71 -1.57
C -5.25 0.45 -1.68
C -3.88 0.35 -1.61
C -3.05 1.44 -1.43
C -1.61 1.14 -1.41
O -1.28 -0.13 -1.42
N -0.69 2.10 -1.41
N 0.52 1.52 -1.33
C 1.54 2.02 -1.93
C 2.71 1.16 -2.04
C 3.91 1.57 -2.58
C 4.97 0.68 -2.64
C 4.81 -0.64 -2.23
C 3.56 -0.97 -1.74
N 2.54 -0.10 -1.64
H -2.03 3.60 -0.88
H -5.49 3.81 -1.21
H -6.88 1.84 -1.63
H -5.87 -0.43 -1.84
H -3.43 -0.63 -1.71
H 1.47 2.99 -2.42
H 4.04 2.59 -2.87
H 5.97 0.97 -2.98
H 5.59 -1.38 -2.30
H 3.31 -1.96 -1.37
N 0.50 -2.40 3.27
C 0.51 -1.08 3.72
C 0.32 -0.49 4.97
C 0.41 0.88 5.01
C 0.65 1.66 3.87
C 0.76 1.09 2.61
C 0.69 -0.30 2.56
N 0.73 -1.10 1.45
C 0.65 -2.33 1.93
C 0.60 -3.43 0.89
C 0.55 -4.75 1.00
S 0.46 -5.46 -0.56
C 0.47 -3.93 -1.22
N 0.57 -2.91 -0.38
H 0.50 -3.23 3.86
H 0.21 -1.11 5.85
H 0.28 1.36 5.96
H 0.69 2.73 3.96
H 0.90 1.62 1.68
H 0.60 -5.39 1.87
H 0.42 -3.80 -2.30

Values from the calculation:
2S+1: 3
Largest force on an atom (eV/A): 2.5
Net charge: +1
Energy (eV): -71109.938